# 1
DFT (the ωB97M-V functional and the def2-TZVPD basis) results for a structure of composition C20H37N6PSi2SnTe2.

XYZ file:
```
69
Properties=species:S:1:pos:R:3:forces:R:3:mulliken_charge:R:1
H 3.24897 2.35743 -2.25823 -0.003 0.001 0.005 0.404
C -2.59254 1.87098 0.42228 0.005 0.017 -0.030 -0.755
H 3.26357 5.00116 4.70049 0.001 -0.003 0.002 0.322
H -0.77753 -4.62805 -0.81831 -0.001 0.001 0.001 0.374
H -1.29147 3.41749 3.81026 -0.017 -0.014 -0.020 0.301
H 0.85681 3.72427 1.42127 0.028 0.019 0.014 0.030
H 0.15858 0.86349 -5.77729 -0.003 0.000 0.000 0.373
C 1.36231 4.38324 2.13428 -0.025 0.018 -0.019 -0.732
H -3.63030 -0.59290 5.37063 0.004 -0.005 -0.002 0.345
H 1.64353 -4.35091 0.40626 0.002 0.001 0.002 0.520
H 0.99642 -0.68266 -5.51916 0.002 0.001 0.001 0.338
H -0.74137 3.59150 5.47317 -0.005 0.004 -0.002 0.338
C 2.44551 1.75281 -2.64586 0.000 0.018 -0.003 -0.591
N 1.33585 -1.11683 0.05776 -0.012 0.023 -0.023 0.362
H -3.48858 0.48068 -2.36749 0.000 -0.003 0.000 0.341
H -3.53277 2.31042 0.70733 0.000 0.000 0.002 0.493
C -0.32669 -3.91267 -1.50125 0.001 -0.006 -0.002 -0.915
H 0.93341 5.37962 1.99617 0.003 -0.003 -0.003 0.413
Te 1.13137 0.39698 3.33975 0.007 -0.002 0.035 0.189
H -1.43589 -3.43566 4.86284 0.002 -0.007 0.000 0.357
C 2.10019 1.47699 -3.93635 0.009 -0.026 0.000 -0.713
H 2.95345 2.14814 3.91794 0.000 0.014 -0.002 0.404
H -4.53202 0.90810 -1.00524 -0.001 0.001 -0.002 0.333
H -2.24892 -2.65673 1.88338 0.005 -0.013 -0.011 0.610
C -3.55486 -0.94195 4.33900 0.007 -0.007 0.003 -1.093
H -2.10569 -0.96175 1.39682 0.014 -0.006 -0.010 -0.157
H -1.11187 -3.38063 -2.03008 0.002 -0.002 -0.005 0.349
Sn 1.69853 1.00946 0.45818 0.080 -0.148 -0.016 0.998
H 0.11534 -2.62983 4.62812 -0.002 0.002 -0.005 0.364
H -1.42992 1.22609 3.44464 0.001 0.008 0.007 0.010
C 0.44159 -1.61672 -0.79526 -0.013 0.046 0.000 0.058
H 0.30551 -4.43468 -2.21586 0.002 -0.001 0.002 0.348
H -4.04317 -0.20062 3.70242 0.004 -0.001 -0.003 0.362
H 2.13933 4.77986 6.04369 -0.002 0.000 0.000 0.335
H 2.41206 4.42597 1.84160 0.001 -0.002 0.000 0.282
C 1.96522 -2.16694 0.66970 -0.048 -0.002 0.027 -0.668
H 1.87118 6.06827 4.87242 0.001 -0.001 0.001 0.318
H -0.64541 -1.92408 1.74316 -0.013 0.001 -0.003 -0.324
H -0.58323 -0.38348 -4.76361 0.002 -0.006 0.000 0.331
Si -1.78062 -1.21579 3.84834 -0.012 -0.017 0.023 -0.073
C 0.72556 0.42463 -2.59018 0.003 -0.038 0.020 0.102
H -0.93928 5.01272 4.45912 0.005 0.001 -0.006 0.409
Te 4.13665 1.67298 0.88147 -0.034 0.052 -0.023 -0.400
C -1.68142 -1.73722 2.04256 -0.003 0.024 -0.015 0.026
C -0.89504 0.45304 3.99349 0.021 0.050 -0.008 -0.623
H -4.12392 -1.87097 4.26622 -0.008 0.000 0.002 0.362
H -0.98247 2.77631 1.62741 -0.007 -0.011 0.003 0.101
C 1.90893 2.16414 4.24072 0.003 -0.008 -0.016 -0.797
C -3.63914 0.36421 -1.29739 0.000 0.000 0.002 -0.790
H 2.52673 1.80075 -4.87002 0.002 -0.002 0.000 0.486
P -0.60256 -0.62896 -1.92685 0.028 0.028 -0.018 -0.501
C 2.21025 5.03627 4.98500 0.000 0.005 -0.002 -1.048
C 1.42556 -3.31982 0.18707 0.041 -0.006 -0.044 -0.591
N -2.50207 0.92483 -0.56224 -0.001 -0.011 0.021 0.312
N 1.57821 1.09642 -1.82184 -0.011 -0.008 0.012 0.317
C -1.32644 2.09473 0.86866 -0.035 -0.027 0.023 -0.254
H 2.75458 -2.02141 1.38856 -0.006 0.001 0.016 0.452
H -3.76298 -0.68741 -1.04803 -0.005 0.000 -0.001 0.311
N -0.47323 1.29041 0.16198 0.030 0.047 0.009 0.557
C 0.35787 0.06991 -5.06204 -0.002 0.006 -0.004 -0.872
N 0.47668 -2.96062 -0.73337 -0.011 0.016 0.021 0.241
N 1.02019 0.63805 -3.88849 -0.022 0.007 -0.006 0.117
C -1.20746 0.58497 -0.70169 -0.011 -0.009 -0.006 -0.117
C -0.92528 -2.47228 4.92026 -0.004 0.015 0.018 -1.056
H -0.93246 -2.16344 5.96780 0.001 -0.006 -0.004 0.346
H -0.83984 0.76188 5.04002 -0.010 0.001 -0.003 0.639
H 1.90797 1.93829 5.30969 -0.010 -0.007 -0.002 0.500
Si 1.18557 3.89440 3.93454 0.002 -0.012 0.027 0.193
C -0.60982 3.97115 4.45744 0.021 -0.011 0.023 -1.007
```
Forces are in eV/Å.

- HOMO level (eV) = -12.77
- charge = +2
- max |F| (eV Å⁻¹) = 0.17



# 2
DFT (the ωB97M-V functional and the def2-TZVPD basis) results for a structure of composition C20H26Cl2N5O5ReS2.

XYZ file:
```
61
Properties=species:S:1:pos:R:3:forces:R:3:lowdin_spin:R:1
H -2.49211 2.62776 0.52861 -0.015 0.060 -0.025 0.000
H 3.24686 -5.60079 -1.57565 -0.003 -0.003 -0.004 0.000
N -1.38459 2.37251 -1.96832 -0.024 0.137 -0.035 0.037
C 0.45829 -4.11406 -0.44008 -0.026 0.108 0.044 0.000
N 0.02021 -2.82978 0.05417 0.002 -0.100 0.062 0.021
H 6.53583 0.78126 -0.36216 -0.001 0.002 0.000 0.000
C 5.63074 -0.15270 1.34905 -0.006 -0.002 0.019 0.015
C -1.99296 1.00625 5.18962 0.000 0.038 0.026 0.000
H -3.31627 1.10826 -3.33623 -0.004 0.009 0.001 0.001
C 4.44040 -0.46242 1.98702 0.042 0.023 -0.064 -0.001
H -3.13953 4.30889 -4.19485 0.020 0.015 0.004 0.000
H -2.95343 -0.47313 -2.63720 -0.007 0.004 0.014 0.000
H -0.76704 3.78303 -3.33660 0.009 -0.002 -0.043 0.001
C 1.78401 -4.24225 -0.81344 0.006 -0.024 -0.038 0.003
N -1.40754 0.33369 -0.83365 0.002 -0.172 0.149 0.045
O -1.26213 -1.51807 1.14286 -0.026 -0.226 0.012 0.093
H -0.68931 -7.20762 -1.06106 0.003 -0.002 -0.001 0.000
H -1.12000 1.65461 5.18942 0.021 -0.013 0.009 0.000
C -1.63528 3.13831 -3.20539 0.095 -0.033 0.032 0.003
H -1.63270 2.45050 -4.04555 -0.022 -0.020 0.005 0.000
C -0.87527 3.14488 -0.81926 -0.202 0.039 0.010 0.010
N -0.99139 -2.74233 0.79347 -0.042 0.154 -0.065 -0.006
Re 0.01896 0.00327 0.61332 -0.223 0.021 -0.647 2.303
C 2.21448 -5.47450 -1.28012 -0.002 -0.002 0.004 0.000
C -1.98391 3.51792 0.15433 -0.084 0.100 -0.082 0.003
C -2.51812 0.46256 -2.97914 0.036 0.031 0.029 0.002
H -0.10258 2.58218 -0.30653 -0.164 0.208 -0.034 0.007
C -2.91073 3.97131 -3.18450 0.012 -0.027 0.053 0.002
H 2.45348 -3.39767 -0.74418 -0.002 -0.002 0.002 0.000
H 6.57162 -0.44723 1.79178 0.001 -0.003 -0.005 0.001
H -1.55019 4.03775 1.00844 -0.045 0.007 -0.111 0.001
H -0.53341 3.07566 2.96397 0.001 0.003 0.016 0.003
H -2.72265 4.17300 -0.30172 -0.048 0.005 -0.074 0.000
Cl 4.44037 1.77811 -1.92173 -0.006 -0.007 0.021 0.003
H -0.39123 4.02894 -1.23088 -0.011 0.014 0.014 0.001
S -2.00503 0.06324 3.70629 -0.066 -0.038 0.019 0.000
H -1.85749 0.23470 -3.81728 0.010 0.004 0.003 0.000
C 1.32793 -6.53832 -1.36645 0.004 -0.002 -0.003 0.003
O 0.72009 -1.76731 -0.28949 0.014 -0.017 -0.125 0.090
H -2.91657 1.57588 5.24702 0.007 0.013 -0.012 0.000
H 1.67031 -7.49613 -1.73381 0.001 -0.001 0.003 0.000
Cl 1.77290 -0.45060 2.25292 0.261 -0.057 0.288 0.026
S 1.68155 1.17546 -0.54199 0.361 -0.095 0.135 0.150
C 5.61434 0.53548 0.14633 0.012 -0.006 0.010 -0.002
C 4.41228 0.91987 -0.42265 0.014 0.014 -0.029 0.013
C 3.26407 -0.06320 1.38728 -0.123 -0.048 0.046 0.022
H -2.80439 4.85491 -2.55817 0.002 -0.003 0.048 0.000
C -0.65815 1.46644 1.96478 0.202 0.054 0.145 0.009
H -1.47898 -5.01406 -0.22188 0.002 0.001 -0.006 0.000
H -1.90103 -0.54689 -0.90861 -0.065 -0.005 -0.035 0.007
C -0.45072 -5.15591 -0.52104 0.009 -0.053 0.017 0.002
H -1.93057 0.29317 6.00953 -0.023 -0.002 -0.003 0.000
C 3.18613 0.63252 0.18832 -0.008 -0.044 -0.054 0.023
C 0.00108 -6.37880 -0.98818 -0.005 0.010 0.002 0.000
O -1.93658 1.21192 2.59022 0.032 -0.017 -0.008 -0.001
N -0.04266 2.52028 2.25883 -0.060 -0.134 0.087 0.081
O -3.26784 -0.57084 3.56021 0.053 -0.016 0.018 0.000
C -1.72720 1.10422 -1.86937 0.051 0.060 -0.033 0.020
H 4.42571 -0.99709 2.92628 -0.007 -0.004 -0.001 0.000
H -3.76139 3.39666 -2.81689 -0.006 -0.026 -0.026 0.000
O -0.78066 -0.68366 3.62999 0.044 0.075 0.213 0.010
```
Forces are in eV/Å.

- HOMO level (alpha / beta) (eV) = -10.71 / -11.31
- charge = +1
- max |F| (eV Å⁻¹) = 0.69
- ⟨S²⟩ = 3.7737
- energy relative to the best compared isomer or geometry (same formula, charge and spin) (kJ/mol) = 0.00
- spin multiplicity = 4



# 3
DFT (the ωB97M-V functional and the def2-TZVPD basis) results for a structure of composition C42H58BF3N10O2S3Tc.

XYZ file:
```
120
Properties=species:S:1:pos:R:3:forces:R:3:lowdin_spin:R:1
H -1.63601 4.99067 -4.12914 -0.026 -0.013 0.017 0.000
H -4.12320 1.42252 -2.04825 0.012 -0.028 -0.014 0.000
O -1.19542 -0.28874 -1.91769 -0.213 -0.162 -0.497 0.049
H -1.49328 -0.95208 7.40179 0.011 0.014 -0.020 0.000
H -0.51596 2.00694 5.59850 -0.003 -0.012 -0.038 0.000
H 1.93636 -5.56715 0.10577 -0.015 0.014 0.042 0.000
C -0.52234 -5.44748 -0.93323 0.047 -0.002 -0.092 0.000
N -2.46379 2.73566 -1.98886 0.119 0.187 0.141 0.001
H -2.35796 1.46905 -3.68231 0.012 -0.009 0.026 0.000
H -5.06203 5.35939 -2.99823 0.001 0.005 -0.013 0.000
C 1.44245 -4.63997 0.40160 -0.017 0.009 -0.032 0.000
H -1.09853 2.72970 -3.60892 0.034 0.043 -0.014 0.001
C 3.19606 3.01526 -6.08212 0.022 0.023 -0.031 0.000
H -0.56656 0.52373 7.20626 -0.032 -0.012 -0.024 0.000
H 0.66561 3.88928 -3.30964 -0.004 0.028 0.067 0.000
H 5.12317 -0.84232 -0.27656 -0.009 0.015 -0.010 0.000
H -0.27569 -5.36144 2.53795 0.010 -0.019 -0.049 0.000
N -3.03625 5.04143 -2.56188 -0.038 0.022 -0.069 0.000
H 3.00480 -1.35048 3.80753 -0.022 -0.019 -0.027 0.000
H -0.32243 4.28560 4.76207 -0.013 -0.014 -0.036 0.000
N -4.73378 3.31704 -2.67243 -0.043 0.026 -0.040 -0.003
H 1.52943 5.65663 -4.77622 0.019 -0.063 -0.003 0.000
N -0.16182 0.63256 2.13160 -0.064 0.193 -0.102 0.002
C 4.18851 -1.88665 2.07203 -0.002 -0.024 0.001 0.000
C 4.07452 -0.61901 -0.12682 0.024 0.036 -0.032 0.000
H 3.03606 0.98830 -5.39924 -0.004 0.044 0.007 0.000
C 0.76922 -1.37736 5.82839 0.016 -0.016 -0.022 0.000
C -4.45600 4.72217 -2.35606 0.076 -0.045 -0.043 0.000
C -0.70247 -1.24656 -2.65494 0.350 0.061 0.311 0.009
C -0.06959 -4.86189 0.41641 0.089 -0.150 0.007 -0.001
S 1.14212 1.66184 -1.62968 0.006 0.203 -0.262 0.005
C -2.13130 -1.21609 0.73171 0.170 0.137 0.052 0.004
H -0.17243 -4.82879 -1.76831 -0.059 -0.100 0.157 0.000
C -2.15457 2.51745 -3.44933 -0.131 -0.040 0.120 0.006
N -2.94725 3.36128 -4.30573 -0.086 0.035 -0.013 0.004
S -0.47768 2.87946 0.79758 0.145 0.158 0.034 0.020
C -4.38794 -2.30175 1.01907 -0.023 -0.005 0.006 -0.001
C -1.51054 -1.91293 4.93318 -0.020 -0.020 -0.013 0.000
H 3.70806 1.78292 -2.45630 0.014 0.005 0.015 0.000
C 2.70907 2.01314 -5.25497 -0.033 -0.070 -0.033 0.000
C -1.79948 -2.08193 -3.36014 -0.045 0.141 0.203 -0.001
C -2.20734 -3.55651 0.81176 -0.118 -0.051 -0.016 0.005
H -4.66579 -1.63808 1.83981 0.004 -0.020 -0.017 0.000
H -4.19097 2.65547 -0.77146 0.002 0.014 0.004 0.000
C 1.78618 2.31087 -4.25825 -0.002 0.000 0.074 0.000
H 3.82129 -2.91408 3.92518 -0.009 0.047 -0.028 0.000
H 1.80354 -4.36152 1.39465 -0.035 0.016 -0.054 0.000
C 2.06428 0.43192 -0.73783 -0.044 -0.026 -0.015 0.001
C -0.43990 4.00968 3.71562 -0.007 0.003 0.029 0.000
H -1.10392 -2.36300 4.02600 -0.016 0.004 0.050 0.000
H 1.48912 -0.59126 6.07305 -0.036 -0.035 0.005 0.000
C -2.69247 4.76576 -3.96272 -0.022 -0.067 0.081 0.000
H -4.72346 4.92020 -1.31683 0.010 -0.011 -0.003 0.000
H 4.98641 -0.05616 2.96539 0.020 -0.058 -0.019 0.000
C 5.34848 -1.01120 2.57467 0.037 0.024 0.006 0.000
C 2.77251 4.32558 -5.91253 0.034 0.006 -0.058 0.000
C -2.24190 4.19596 -1.70553 -0.046 -0.067 -0.090 -0.001
H 5.86480 -1.53116 3.38301 -0.009 0.015 -0.031 0.000
H 5.18850 1.01245 -1.88398 0.002 -0.023 -0.005 0.000
C 1.36626 3.62940 -4.09432 0.115 -0.009 -0.043 0.000
C 3.42440 0.19834 -1.01372 0.021 0.009 0.018 0.000
N -0.21878 -0.22483 3.13859 0.021 -0.169 -0.029 0.000
H -4.83290 -1.89299 0.10837 0.017 -0.012 0.035 0.000
N -0.13114 -2.44126 0.56740 0.169 -0.019 -0.005 0.004
N 1.48835 -0.11780 0.33077 0.061 0.034 -0.124 0.001
C 1.23076 1.19274 -3.41550 0.083 0.085 -0.036 0.004
H -2.50115 4.38273 -0.66207 0.004 -0.030 0.006 0.000
H 4.14887 0.17284 -3.02836 -0.021 0.022 0.011 0.000
H -1.17925 4.41347 -1.84986 -0.021 -0.021 -0.002 0.000
C -3.93692 2.47239 -1.81756 0.090 0.064 0.011 -0.002
H 3.90836 2.77079 -6.86028 -0.030 0.012 0.036 0.000
C -0.40289 0.24237 4.35107 -0.043 0.049 0.148 0.001
C 4.75146 -3.16296 1.42625 -0.081 -0.054 -0.052 0.000
C 3.42468 -1.10062 1.02214 0.066 -0.039 0.021 0.000
C -0.36054 2.52569 3.54444 -0.016 -0.029 0.080 0.002
C -0.29737 1.95120 2.26071 -0.046 -0.069 -0.074 0.006
C 3.28538 -2.24509 3.24932 -0.019 -0.004 -0.011 0.000
C -2.90236 -2.38209 0.87674 -0.061 -0.077 0.006 0.000
H -4.97455 3.69976 -4.71795 -0.002 0.013 -0.003 0.000
H -4.56640 2.02311 -4.31802 0.008 0.006 0.012 0.000
H -3.28879 5.40579 -4.61162 -0.010 -0.006 0.009 0.000
C -0.42026 1.63557 4.58637 0.017 0.041 -0.019 0.000
S -2.85066 0.36603 0.57594 -0.002 0.125 -0.183 -0.010
H -1.40709 4.38034 3.36621 0.037 -0.017 0.004 0.000
H -1.61186 -5.52502 -0.99956 0.100 -0.011 0.007 0.000
H 2.36797 -2.73656 2.92089 0.038 0.000 0.022 0.000
H -0.11090 -6.45171 -1.05420 0.002 0.057 0.007 0.000
C -0.42326 -5.82855 1.56042 -0.014 -0.016 -0.055 0.000
N -0.80005 -1.30356 0.64662 -0.208 0.116 0.220 -0.008
H 5.42458 -2.94067 0.59503 -0.025 -0.009 0.025 0.000
H 0.20060 0.95252 -3.67080 0.023 0.056 -0.072 0.000
B -0.04023 0.06223 0.67394 -0.136 -0.074 0.062 -0.012
F -2.06650 -3.14874 -2.58210 -0.055 0.126 -0.112 0.000
H 1.72852 -3.85668 -0.30336 -0.012 -0.062 0.011 0.000
H -1.45282 -6.18701 1.49771 0.039 0.028 0.018 0.000
C -0.60043 -0.79199 5.45287 0.032 -0.030 0.036 0.000
C -0.81190 -3.56083 0.61289 -0.016 -0.092 0.025 -0.004
Tc -1.12902 1.25458 -0.74621 -0.169 -0.300 0.161 0.892
C 4.15054 0.83344 -2.15830 0.005 -0.009 -0.065 0.000
H 0.22587 -6.70337 1.50473 -0.031 0.012 -0.008 0.000
C -4.36851 3.06760 -4.07092 0.065 0.054 0.059 0.000
F -2.92483 -1.37394 -3.50310 -0.025 -0.080 -0.008 0.001
H -2.51539 -1.53594 4.72011 0.051 -0.017 -0.005 0.000
H 3.15604 5.10838 -6.55546 -0.018 -0.050 0.033 0.000
H 1.79235 0.26833 -3.50596 0.065 0.030 0.032 0.000
N 2.15400 -0.83723 1.22823 -0.087 -0.022 0.092 0.000
H 1.16872 -1.97460 5.00754 -0.010 0.045 0.037 0.000
C 1.85785 4.63323 -4.91542 -0.040 0.010 0.050 0.000
H 3.95133 -3.81195 1.05766 0.125 0.093 0.051 0.000
H -2.73813 -4.49846 0.87480 0.019 0.029 0.013 0.000
H 5.32572 -3.71751 2.16977 -0.020 0.017 -0.020 0.000
C -1.24315 -0.16312 6.69229 0.007 0.056 -0.005 0.000
H -2.16801 0.36708 6.44779 0.043 -0.026 0.020 0.000
H 6.08527 -0.81120 1.79270 -0.043 0.001 0.047 0.000
H -1.59704 -2.68946 5.69534 -0.006 0.040 -0.024 0.000
O 0.46349 -1.52754 -2.75710 -0.160 -0.139 0.036 0.026
H 0.66477 -2.02051 6.70469 0.000 0.018 -0.053 0.000
H 0.33100 4.51236 3.12929 -0.013 -0.014 0.024 0.000
F -1.40137 -2.49706 -4.54562 0.064 -0.090 -0.063 0.000
H -4.81323 -3.28576 1.20332 0.009 0.004 -0.004 0.000
```
Forces are in eV/Å.

- HOMO level (alpha / beta) (eV) = -13.24 / -13.21
- charge = +2
- max |F| (eV Å⁻¹) = 0.56
- ⟨S²⟩ = 1.1104
- energy relative to the best compared isomer or geometry (same formula, charge and spin) (kJ/mol) = 0.00
- spin multiplicity = 2



Question: The lowest charge belongs to which entry?
Answer: C20H26Cl2N5O5ReS2



Question: Which of these has the lowest charge?
Answer: C20H26Cl2N5O5ReS2